No. 1
85
Properties=species:S:1:pos:R:3:forces:R:3 method="wB97M-V/def2-TZVPD" total_charge=+2 s_squared=2.03 spin_multiplicity=3 homo_ha="-0.5192 / -0.5170"
Mo -0.140299 -0.337519 -1.284037 -0.13 -0.37 -0.87
O 2.447276 -4.499665 1.906069 0.15 -0.09 0.15
C 3.075654 -3.366267 2.150103 0.06 -0.03 0.00
O 3.990271 -3.272612 2.916166 -0.01 0.04 0.00
C 2.587166 -2.147215 1.413519 0.00 0.08 -0.01
C 3.163046 -0.877492 1.495613 -0.05 -0.01 -0.08
Cl 4.576727 -0.434282 2.287236 -0.05 0.07 -0.02
N 2.417172 -0.019283 0.742564 0.18 -0.11 0.11
N 1.420577 -0.701315 0.157282 -0.20 0.16 -0.11
C 1.502808 -1.967801 0.556976 0.11 -0.05 0.10
C 0.426817 -2.868508 0.046668 0.06 -0.06 0.00
O 0.420617 -4.057009 0.261395 -0.15 0.12 -0.10
O -0.479535 -2.228640 -0.653285 -0.10 -0.01 0.13
C 2.513490 1.387065 0.500824 0.04 0.23 -0.12
C 1.980105 1.892326 -0.684129 -0.12 0.01 0.05
C 2.085343 3.237926 -0.986249 -0.03 0.00 0.00
C 2.710246 4.099550 -0.095455 0.02 -0.01 0.04
C 3.190459 3.604345 1.105852 0.05 0.01 -0.03
C 3.093891 2.253713 1.415993 0.04 -0.05 -0.07
H 1.705338 -4.426268 1.265880 -0.07 -0.01 -0.04
H 1.453414 1.267717 -1.413449 0.54 0.07 -0.04
H 1.681206 3.602530 -1.922573 0.01 0.01 0.03
H 2.807268 5.150746 -0.330715 0.00 -0.01 0.00
H 3.650688 4.270516 1.823280 -0.01 0.00 -0.01
H 3.464628 1.904681 2.364997 0.00 -0.06 0.02
Se -0.137151 -4.534053 -7.830138 0.02 0.03 0.04
N -1.429818 -3.897587 -6.795515 -0.02 -0.06 -0.09
C -0.855497 -3.231177 -5.830458 0.15 -0.02 -0.04
C -1.591443 -2.556282 -4.775439 0.04 0.15 0.21
C -2.984757 -2.571732 -4.686930 0.00 0.03 0.05
C -3.595147 -1.917743 -3.638380 0.00 -0.01 -0.03
C -2.808697 -1.239411 -2.717313 0.01 -0.01 -0.03
N -1.483113 -1.193382 -2.807712 0.05 0.19 0.16
C -0.866643 -1.863466 -3.802549 -0.17 -0.15 -0.15
C 0.588289 -1.851272 -3.811102 0.13 -0.09 -0.15
N 1.204305 -1.205846 -2.795973 0.06 0.03 0.17
C 2.538423 -1.154692 -2.773687 -0.04 -0.02 0.01
C 3.322846 -1.744809 -3.751678 0.03 -0.04 -0.04
C 2.708326 -2.425309 -4.782766 0.02 0.03 0.03
C 1.314767 -2.486289 -4.821475 -0.04 0.13 0.22
C 0.579883 -3.190365 -5.857802 -0.17 -0.02 -0.02
N 1.156071 -3.823186 -6.843932 0.01 -0.06 -0.11
H -3.558072 -3.104801 -5.433990 0.01 0.00 0.00
H -4.669082 -1.919411 -3.520641 0.00 -0.01 -0.01
H -3.258497 -0.722981 -1.879922 -0.01 0.01 0.00
H 2.993219 -0.623739 -1.947914 0.00 0.00 0.00
H 4.399285 -1.671580 -3.688426 -0.01 0.00 0.00
H 3.280610 -2.914503 -5.560656 -0.01 0.01 0.00
C -2.925140 4.791826 2.498770 0.10 -0.12 -0.06
Si -1.663064 3.725795 1.617513 0.07 0.09 0.08
C -1.214590 4.503885 -0.031651 -0.04 -0.06 0.12
C -0.096993 3.535314 2.640301 -0.10 -0.01 -0.13
C -2.570519 2.052888 1.409090 0.01 -0.07 -0.01
Te -1.786233 0.103630 1.002171 0.05 0.03 0.02
C -0.474981 -0.030203 2.679958 -0.12 0.04 0.19
Si -1.202017 -1.140353 4.064979 0.02 -0.03 0.06
C -2.932043 -0.524647 4.446361 0.14 -0.05 0.02
C -0.049330 -0.968352 5.529742 -0.10 -0.01 -0.12
C -1.213744 -2.887217 3.382147 -0.02 0.13 0.01
H -2.525139 5.795050 2.663477 0.01 -0.02 -0.01
H -3.195774 4.381786 3.474246 0.02 -0.01 -0.02
H -3.843606 4.897724 1.917099 0.03 -0.01 -0.01
H -0.966722 5.553608 0.149474 0.00 -0.02 0.00
H -2.031951 4.492184 -0.755936 -0.01 -0.03 0.02
H -0.331130 4.046835 -0.480132 -0.03 0.02 -0.02
H 0.318917 4.529672 2.825667 -0.01 -0.01 -0.01
H 0.673863 2.957610 2.118600 -0.15 0.04 0.04
H -0.274838 3.077876 3.616145 -0.04 0.04 0.00
H -3.399976 2.164601 0.704358 0.04 0.02 -0.02
H -3.047546 1.838057 2.372234 -0.03 0.05 -0.01
H -0.288767 0.999084 2.994988 -0.08 -0.11 -0.04
H 0.468009 -0.439173 2.330943 0.04 -0.05 0.00
H -2.922719 0.496529 4.836411 0.02 -0.01 -0.01
H -3.387967 -1.154758 5.213694 0.01 0.01 -0.01
H -3.596761 -0.557032 3.579454 0.02 -0.02 -0.02
H 0.005642 0.065891 5.877061 -0.01 -0.01 -0.01
H 0.964745 -1.299399 5.291974 -0.03 0.00 -0.03
H -0.398292 -1.575359 6.368342 -0.01 0.00 -0.03
H -1.795551 -2.974411 2.458806 0.01 0.02 0.03
H -1.654905 -3.581553 4.100734 -0.01 0.03 0.00
H -0.201247 -3.249167 3.181501 0.01 0.03 0.01
I -0.427753 1.860803 -3.759121 0.15 -0.14 0.22
C -1.249995 1.382415 -1.850013 -0.37 -0.02 0.46
H -2.325618 1.291648 -1.966229 0.00 0.07 -0.09
H -1.028744 2.213292 -1.189287 -0.02 0.15 0.00

=====

No. 2
50
Properties=species:S:1:pos:R:3:forces:R:3 method="wB97M-V/def2-TZVPD" total_charge=-2 homo_ha=-0.0055
Na 0.251727 -2.985707 0.243080 -0.26 -0.07 0.13
S 4.890439 -2.048279 0.823818 0.03 -0.02 0.01
C 3.283949 -2.547810 0.548381 0.11 -0.07 -0.07
S 2.477347 -2.097168 -0.927986 0.14 0.12 -0.01
S 2.449760 -3.514851 1.718959 0.05 0.12 0.07
C -1.741101 -0.951083 -1.239603 0.03 -0.02 0.02
N -2.118870 -0.970477 0.159917 -0.05 -0.02 -0.02
C -2.219637 0.375937 0.679385 0.13 -0.11 0.05
C -3.343228 -1.713348 0.394714 0.09 -0.05 0.04
C -3.285480 -3.212132 0.113137 -0.03 0.05 0.05
C -4.520010 -3.846565 -0.058957 0.06 -0.09 -0.01
C -4.596534 -5.229105 -0.201088 0.09 0.15 0.02
C -3.413936 -5.959639 -0.176853 0.02 0.05 -0.01
C -2.196373 -5.294207 -0.029410 -0.05 0.04 -0.06
C -2.055059 -3.897073 0.119444 -0.07 -0.28 -0.03
H -2.455892 -0.363800 -1.850015 -0.04 0.01 0.00
H -1.717050 -1.972142 -1.620107 0.01 0.03 0.01
H -0.747730 -0.509678 -1.343304 -0.01 0.03 -0.03
H -3.026888 0.951742 0.180765 0.02 0.04 -0.02
H -1.267411 0.891451 0.537753 -0.14 0.04 -0.06
H -2.444331 0.344585 1.748816 -0.01 -0.02 -0.01
H -4.185073 -1.262912 -0.171505 -0.02 0.04 -0.05
H -3.586114 -1.577314 1.455266 -0.02 -0.01 0.00
H -5.436430 -3.256109 -0.074189 0.00 0.00 -0.01
H -5.555829 -5.719586 -0.329369 -0.02 -0.01 0.00
H -3.442587 -7.041873 -0.284154 0.00 0.00 0.00
H -1.295955 -5.911939 -0.035223 -0.05 0.00 0.01
C 2.567049 5.008368 -1.451375 0.04 -0.01 -0.04
C 1.103889 4.646466 -1.608523 0.01 -0.09 0.00
N 0.990972 3.204303 -1.513438 0.08 0.00 0.11
C 1.544100 2.555300 -0.390891 0.02 -0.04 0.02
N 0.918344 1.560748 0.090016 0.09 0.06 0.05
C 1.520870 0.770395 1.168910 0.05 0.02 -0.17
C 3.018809 0.985483 1.287233 -0.05 -0.04 -0.08
C 3.326399 2.464722 1.236429 -0.03 0.03 -0.03
N 2.789804 3.045076 0.010806 -0.06 0.03 0.01
C 3.060369 4.461485 -0.125541 -0.02 -0.05 -0.02
H 2.704590 6.092483 -1.478735 0.01 -0.01 0.00
H 3.136568 4.559508 -2.268995 -0.02 0.02 0.02
H 0.725818 4.964333 -2.581175 -0.02 -0.01 -0.03
H 0.518236 5.174649 -0.838941 -0.04 0.01 0.04
H 0.067891 2.828779 -1.665443 -0.08 -0.02 0.00
H 1.354319 -0.291253 0.964874 -0.12 0.15 -0.02
H 1.002127 1.018508 2.103424 0.01 -0.01 0.00
H 3.511792 0.467719 0.460983 0.02 0.01 0.02
H 3.403589 0.534915 2.201289 0.02 -0.01 0.02
H 4.403684 2.645457 1.237992 0.05 0.00 0.02
H 2.900764 2.983500 2.113554 0.00 0.00 0.01
H 4.138462 4.606071 -0.029499 0.05 -0.01 0.02
H 2.589852 5.032064 0.695372 -0.01 0.01 0.04

=====

No. 3
81
Properties=species:S:1:pos:R:3:forces:R:3 method="wB97M-V/def2-TZVPD" total_charge=+2 homo_ha=-0.5031
Ti -0.719009 0.493408 0.088996 0.40 0.71 0.73
C 2.446620 0.615366 3.619862 -0.12 0.12 -0.01
O 1.447701 1.671431 3.560943 0.14 -0.06 0.07
C 0.584173 1.696295 2.592847 0.02 -0.37 -0.26
O 0.528765 0.839946 1.670357 0.27 0.16 0.32
N -0.275553 2.710238 2.664076 -0.02 -0.02 -0.06
N -1.215508 2.782837 1.644158 -0.04 0.05 0.01
H 2.854721 0.673073 4.621035 0.00 0.03 0.03
H 3.214354 0.811913 2.880534 0.05 0.00 -0.05
H 1.979886 -0.349590 3.451372 -0.04 -0.05 -0.02
H -0.184293 3.404629 3.392857 -0.03 0.03 0.02
H -1.062908 3.599305 1.062301 -0.02 0.04 -0.01
H -2.154430 2.799599 2.024219 -0.03 0.02 0.02
S -3.355963 3.125222 -2.349865 -0.19 0.22 -0.20
C -1.800601 3.676625 -2.753679 -0.06 0.06 -0.09
C -0.826423 3.036590 -2.045195 -0.02 -0.11 0.17
C -1.342581 2.065167 -1.135209 0.17 -0.02 -0.06
C -2.720033 2.037978 -1.203694 -0.04 -0.08 0.20
C -3.537590 1.218444 -0.321730 0.27 0.07 -0.04
C -4.918867 1.112396 -0.397865 -0.17 0.11 -0.05
C -5.595884 0.397196 0.566174 -0.08 -0.05 0.04
C -4.880355 -0.195057 1.605395 -0.12 0.02 -0.02
C -3.512604 -0.095875 1.593833 0.20 0.15 -0.22
N -2.829857 0.576454 0.639857 -0.55 -0.29 -0.09
H -1.675827 4.451716 -3.495807 -0.02 -0.04 0.03
H 0.213988 3.284764 -2.177298 0.00 -0.02 0.00
H -5.449104 1.602073 -1.205741 0.01 -0.03 0.06
H -6.674426 0.308367 0.523138 0.04 0.01 0.00
H -5.375759 -0.729698 2.403971 0.00 0.02 -0.03
H -2.929435 -0.542506 2.383768 0.04 -0.02 0.00
C 3.305828 -0.688014 0.422091 0.01 -0.03 0.02
C 2.666414 -0.960397 -0.941299 -0.03 -0.16 0.02
C 2.026615 -2.356731 -0.880119 0.09 0.03 -0.01
P 1.490873 0.384688 -1.410463 -0.40 -0.30 -0.19
C 1.034125 0.178477 -3.203358 0.07 0.01 0.01
C 2.033168 0.799261 -4.182294 0.02 -0.02 -0.08
C 0.772611 -1.269474 -3.624409 0.09 -0.06 -0.04
C 2.438278 1.979879 -1.339004 0.14 0.01 0.15
C 2.230164 2.760388 -0.035657 0.11 -0.05 -0.02
C 3.927235 1.863858 -1.714522 0.04 0.09 0.03
H 4.141212 -1.375038 0.569307 -0.02 0.01 0.00
H 2.571732 -0.889227 1.203589 -0.01 0.05 0.03
H 3.682935 0.323845 0.554701 0.00 0.02 -0.05
H 3.427214 -0.955498 -1.726043 0.09 0.01 0.04
H 1.077095 -2.339362 -0.347213 -0.03 0.03 0.04
H 2.692659 -3.027323 -0.332494 0.03 0.04 -0.05
H 1.854500 -2.795453 -1.855756 -0.02 0.00 -0.04
H 0.091108 0.722768 -3.278573 -0.08 0.06 0.03
H 3.008433 0.310140 -4.128793 -0.04 0.02 0.00
H 2.170851 1.871907 -4.047343 -0.02 -0.05 -0.01
H 1.654175 0.651455 -5.195882 0.02 0.01 0.04
H 1.709330 -1.823009 -3.713970 -0.03 0.04 -0.04
H 0.305643 -1.259760 -4.610308 0.01 0.01 0.02
H 0.110292 -1.815960 -2.959138 0.04 0.03 0.00
H 1.964572 2.562608 -2.123909 -0.04 0.07 -0.08
H 2.680932 2.261722 0.824635 0.00 0.01 -0.04
H 1.170688 2.916666 0.170050 -0.07 0.02 -0.02
H 2.694841 3.743323 -0.124582 0.02 -0.02 -0.02
H 4.419022 0.973790 -1.329775 -0.02 0.02 0.07
H 4.461316 2.725557 -1.308695 -0.01 -0.02 -0.05
H 4.069222 1.872245 -2.792124 0.00 -0.02 0.01
C -2.227349 -3.467907 2.209785 0.01 -0.05 0.02
Sb -0.685053 -2.005590 2.176184 -0.06 0.14 -0.08
C -0.873396 -1.374771 4.217253 0.02 -0.02 0.03
C 0.932538 -3.362920 2.433696 0.04 0.01 -0.06
H -2.259526 -3.909712 3.205984 -0.04 -0.02 -0.06
H -1.990797 -4.241237 1.479272 -0.02 0.03 0.03
H -3.198150 -3.037676 1.967398 0.03 -0.01 0.01
H -0.617997 -2.219308 4.858139 -0.03 0.06 0.02
H -1.903114 -1.081673 4.426689 0.03 -0.01 0.01
H -0.219816 -0.536808 4.462499 -0.02 -0.03 -0.01
H 0.748154 -3.921998 3.350294 0.05 -0.02 -0.03
H 1.892250 -2.852173 2.497221 -0.02 -0.02 0.02
H 0.952372 -4.045157 1.584316 0.02 0.00 0.05
C -1.918243 -3.362476 -1.703234 0.07 -0.03 0.14
O -1.337540 -2.422998 -0.750565 -0.06 0.02 -0.25
C -1.374186 -1.123120 -1.059838 0.02 -0.69 0.15
O -1.886248 -0.672142 -2.052882 -0.06 0.12 -0.19
H -1.181144 -4.147038 -1.846669 -0.01 -0.03 -0.01
H -2.148314 -2.869246 -2.640540 0.00 0.06 -0.03
H -2.820730 -3.771713 -1.257246 -0.02 0.01 -0.01

=====

No. 4
28
Properties=species:S:1:pos:R:3:forces:R:3 method="wB97M-V/def2-TZVPD" total_charge=0 smiles="CCOC(C)=O.CCOC(C)=O" homo_ha=-0.3734
O 0.390197 -2.175581 -2.288784 -0.89 0.95 0.29
O -1.209184 -0.637372 -2.711601 -1.03 0.79 0.37
C -0.296441 -1.223025 -1.957593 1.27 -0.44 -0.06
C -0.166143 -0.508307 -0.607879 0.28 -0.98 -0.74
C -0.801848 0.167173 -4.946198 -0.33 -0.43 0.18
C -1.479565 -0.931316 -4.072318 0.50 -0.14 -1.19
H 0.814378 -0.817601 -0.208471 -0.68 0.03 -0.59
H -0.955091 -0.889928 0.061853 0.26 0.16 -0.41
H -0.212031 0.593722 -0.613402 -0.15 -0.52 -0.51
H -1.328871 1.128506 -4.824949 0.24 -0.39 -0.02
H -0.837809 -0.122026 -6.009999 0.00 0.13 0.41
H 0.252930 0.304974 -4.654540 -0.43 -0.16 -0.11
H -2.577871 -0.908292 -4.208818 0.58 0.04 0.25
H -1.128669 -1.947170 -4.337575 0.00 0.54 0.23
O 0.354984 2.491829 2.236132 0.77 -0.40 -0.72
O 1.048227 0.532738 3.078461 1.43 -0.80 0.58
C 0.971487 1.854132 3.060799 -2.63 1.83 0.66
C 1.358780 2.536944 4.387092 0.93 -1.16 0.14
C -0.152712 -1.430808 2.416929 -0.46 -0.86 -0.54
C 0.772113 -0.338064 1.964308 -0.50 1.28 0.14
H 0.729794 3.381905 4.714229 0.08 -0.50 -0.79
H 2.399363 2.889742 4.290398 -0.34 -0.11 0.20
H 1.323928 1.752024 5.161236 0.22 0.43 -0.15
H -0.055309 -1.861441 3.427708 0.39 0.47 -0.43
H 0.054522 -2.221379 1.676218 -0.56 -0.14 0.47
H -1.191021 -1.084450 2.280635 0.29 -0.31 0.25
H 1.700386 -0.740344 1.514953 -0.13 0.46 0.70
H 0.221477 0.203414 1.171176 0.92 0.22 1.40

=====

No. 5
24
Properties=species:S:1:pos:R:3:forces:R:3 method="wB97M-V/def2-TZVPD" total_charge=0 homo_ha="-0.2905 / -0.2781"
C -1.751918 -1.742516 0.143827 -0.44 -1.19 0.10
C -3.457690 0.960526 0.110971 0.44 0.20 0.25
C -3.755415 -0.403571 -0.258484 -0.53 0.60 -0.44
C -0.013416 -0.034802 -0.149031 0.05 1.54 -0.43
C 2.100472 0.166660 -1.421558 -0.11 -0.08 0.21
C 2.091995 -0.934835 0.832568 -0.16 0.13 -0.07
C 1.691994 1.535667 0.643099 -0.10 -0.17 -0.08
C 1.465154 0.169189 -0.019689 0.04 -0.20 0.10
N -2.968754 -1.432655 -0.167134 0.92 -0.18 0.29
O -4.247402 1.883965 0.088748 -0.03 -0.16 -0.07
O -0.545758 -1.141637 0.237936 -0.27 -0.80 0.23
H -1.601430 -2.785757 0.402011 0.21 0.14 0.02
H -2.416907 1.121909 0.472741 -0.08 0.06 -0.02
H -4.758262 -0.617122 -0.608345 -0.12 0.16 -0.03
H -0.620012 0.759538 -0.574581 -0.16 -0.19 0.01
H 3.168335 0.352864 -1.338649 0.15 0.06 -0.02
H 1.660819 0.936990 -2.047895 -0.04 0.13 -0.13
H 1.958456 -0.797745 -1.905014 -0.02 -0.07 -0.06
H 1.592326 -1.004559 1.797074 0.01 -0.05 0.08
H 2.015909 -1.897281 0.332548 0.01 -0.12 0.02
H 3.141943 -0.713871 1.004545 0.13 0.01 -0.01
H 1.258786 2.333707 0.043479 -0.03 0.11 -0.04
H 2.756844 1.724962 0.751707 0.14 0.05 -0.02
H 1.233929 1.560366 1.629117 -0.02 0.04 0.12

=====

No. 6
40
Properties=species:S:1:pos:R:3:forces:R:3 method="wB97M-V/def2-TZVPD" total_charge=0 homo_ha=-0.3397
C 1.640507 1.243356 -0.568428 1.09 0.45 -0.69
C 2.170657 1.415383 0.931138 -0.20 -1.93 -1.02
C 2.910075 0.560369 -1.396714 -2.27 1.45 0.61
C 2.853487 -0.983652 -1.397705 1.23 -1.63 -0.79
C 0.577877 -0.461489 1.661795 0.03 -0.11 -2.12
C 1.050585 -1.641994 0.787020 1.63 -0.16 2.62
C -0.703238 0.236648 1.203947 -3.46 0.75 1.39
C -1.917097 -0.943120 1.287188 2.40 1.78 0.29
C -3.295261 -0.298997 1.523495 1.46 -2.09 -0.55
C -3.825264 -0.069951 -0.914894 1.40 4.98 2.43
H 1.263946 2.821906 -2.140146 0.59 -1.06 3.27
H 2.014517 3.141200 -0.575347 0.56 1.32 -0.26
H 0.728644 0.632082 -0.610235 0.86 -0.01 -0.17
H 3.787032 1.084103 -0.915491 -0.53 -1.20 -0.72
H 2.753925 0.987981 -2.418588 0.29 -0.74 0.67
H 4.934879 -1.063388 -0.704721 -1.78 0.12 -0.33
H 4.121208 -2.573723 -0.804727 -0.74 2.02 -0.43
H 2.253599 0.425324 2.662316 -0.57 -0.13 -1.17
H 0.157488 -0.971513 2.545079 1.55 0.69 0.50
H -1.039797 0.873340 2.127704 0.84 -0.77 -1.46
H -0.792991 1.013762 0.337379 0.54 -1.96 1.28
H -1.971691 -1.499442 0.311243 0.27 0.11 1.40
H -1.522992 -1.513791 2.228852 -1.30 0.29 -1.93
H -3.321729 0.305709 2.386159 -0.02 0.63 1.19
H -3.892528 -1.188392 1.669057 -1.03 0.20 -0.07
H -3.095705 1.325892 0.293958 -0.37 -0.76 0.72
H -4.825227 -1.137896 -2.112288 2.59 -0.61 1.94
H -3.410914 1.934511 -1.462019 -0.19 0.67 0.66
H -3.512892 0.887911 -2.692634 -0.14 -0.57 -2.13
H 0.696583 -2.556091 -0.743013 0.09 0.25 -0.34
N 1.330159 2.601899 -1.054193 -0.63 -0.50 -1.89
N 4.027947 -1.522886 -0.931895 1.38 -1.84 0.48
N 1.775256 0.379697 1.736026 0.19 0.85 2.86
N -3.685476 0.490455 0.413160 0.05 0.05 -1.82
N -4.146739 -1.211449 -1.227624 -3.70 -2.66 -2.44
N -3.492421 0.989679 -1.734131 -0.23 -0.34 -0.08
O 3.070910 2.161499 1.280561 -0.79 0.21 -0.67
O 1.958708 -1.763411 -1.817478 2.59 2.77 -0.11
O 2.036933 -2.309804 1.081762 -1.16 0.58 -0.12
O 0.337045 -1.801704 -0.245550 -2.55 -1.08 -1.02

=====

Respective maximum force values: 0.018 0.006 0.021 0.064 0.031 0.111 Eh/bohr.
Respective energy above the lowest of the compared OMol25 structures with the same formula, charge and spin values: 7.4 17.1 38.5 29.4 101.3 111.0 kcal/mol.